(1)
Formula: C53H60BrN8O5P2Ti
Source: OMol25
Level of theory: ωB97M-V with the def2-TZVPD basis set

Element x y z (Å)
C -0.940 2.640 2.099
H -0.624 -4.550 -3.423
C -1.996 -3.707 4.607
H -4.815 1.437 1.290
H 1.179 -3.410 0.722
H -1.197 5.278 4.228
C 2.593 -0.447 5.183
H 2.561 -4.795 -1.669
H 2.106 2.809 1.445
H 3.238 2.400 2.747
C -2.874 4.306 3.292
H -2.657 6.292 0.332
H 3.293 -2.830 0.607
H -2.519 4.148 -0.801
P -0.159 -2.590 -1.561
C 2.104 0.180 2.921
C 1.771 -2.559 -3.356
C -3.157 1.304 -4.736
C -2.730 1.282 1.075
O 0.057 -1.165 -1.149
C -4.088 -0.325 0.351
H 3.722 2.157 1.049
C 0.769 4.628 -0.173
H -1.565 -5.450 -0.713
H 2.817 -1.523 -1.368
C -2.625 -2.846 3.705
H -0.120 4.555 -3.208
H 1.602 -5.090 -3.125
C -1.459 -3.868 -3.552
H -3.614 4.954 3.740
P -0.041 2.361 -1.461
C 4.379 -1.070 0.011
C -1.823 -4.431 -0.406
H -1.913 -0.940 3.114
C -2.393 -1.723 -2.918
C -1.511 4.487 3.559
C -0.907 1.386 -3.896
C 1.679 4.682 -4.339
H -4.318 3.140 2.275
H 5.362 0.883 -0.104
H 1.386 -2.997 -4.283
C 2.903 0.289 4.045
H -0.170 -4.051 1.680
H 0.488 3.813 3.188
C 3.314 3.006 -3.858
H 0.152 1.218 -4.055
H 2.735 -1.342 1.391
H 1.352 5.551 -4.895
C -2.800 -0.664 0.109
N -0.704 -3.261 4.878
H -3.855 1.075 -5.532
N -1.671 -1.881 3.394
H -4.671 1.980 -3.378
C -3.613 1.813 -3.532
H -2.304 -4.485 0.574
H 5.133 -1.751 -0.405
H 3.779 0.922 4.045
H -5.016 -0.829 0.152
O 3.878 0.545 -3.155
H -2.538 -1.530 -3.982
O 2.354 0.796 1.728
C -3.930 -3.037 3.268
H 4.526 0.567 1.419
C 0.303 -4.048 0.694
C -3.969 -5.026 4.666
H 2.858 -2.647 -3.363
O -0.046 1.878 1.545
H 1.743 4.179 -0.332
H -0.288 -1.621 1.859
H -4.523 -5.880 5.030
O 0.352 -0.898 1.765
H 0.621 -5.075 0.497
H 6.062 -0.219 1.078
C 1.485 -1.264 5.239
C 4.448 -0.542 -2.427
C -0.566 3.672 2.985
C -0.557 -2.186 4.172
H -5.612 -4.334 3.465
C -1.346 1.961 -2.698
H 1.226 -1.814 6.132
C 1.012 -0.687 2.958
Ti 0.189 0.548 0.248
C 3.529 -0.705 -1.216
C -1.689 5.827 0.196
C 5.124 0.111 0.631
C -2.672 -4.822 5.096
H -4.405 -2.353 2.577
H 4.502 -1.418 -3.070
C -0.375 3.990 -0.664
C 0.687 5.839 0.489
C 3.615 -1.882 1.043
C -3.259 3.282 2.459
H 4.287 2.577 -4.037
C -0.548 6.449 0.672
C -1.797 1.080 -4.910
H -2.172 -0.779 -2.431
H 0.851 -5.220 -1.535
C 2.933 4.129 -4.561
N -0.645 -3.574 -0.309
C -2.315 2.435 1.858
C -1.604 4.604 -0.461
Br 3.725 -0.305 6.688
H -1.526 -3.606 -4.610
C 2.982 1.136 -2.315
N -1.286 -2.655 -2.762
N -1.949 0.341 0.528
C 1.228 2.985 -2.658
H -3.327 -2.134 -2.518
C 1.575 -4.659 -2.120
C -4.591 -4.144 3.768
H 1.588 6.313 0.858
H -2.543 -4.022 -1.111
H -3.107 2.522 -1.590
N 2.731 0.548 -1.213
C -2.715 2.140 -2.521
H -2.421 -1.576 -0.307
C 0.852 4.113 -3.393
H -2.377 -4.398 -3.279
C 2.469 2.406 -2.909
H -0.618 7.400 1.182
H 5.461 -0.258 -2.131
H 1.509 -1.501 -3.332
N -4.029 0.911 0.952
C 0.666 -1.367 4.116
N 1.224 -3.245 -2.186
C 2.893 2.126 1.753
H 4.241 -2.108 1.908
H -1.429 0.665 -5.840
H 3.607 4.564 -5.286
H -2.191 -5.493 5.795

## Properties
2S+1 ... 3
Largest force on an atom ... 2.89 eV/Å
Calculated total energy ... -189829.2805 eV
Frontier orbital gap (alpha / beta) ... 6.0 / 8.0 eV
Energy above the lowest of the compared OMol25 structures with the same formula, charge and spin ... 0.0 kJ/mol
Charge ... +1

Mulliken atomic charge list, values in e, 5 entries: number 1, C, carries 0.2874; number 2, H, carries 0.2680; number 3, C, carries 0.3049; number 4, H, carries 0.1923; number 5, H, carries 0.4727

***

(2)
Formula: C53H63BF5INO4
Source: OMol25
Level of theory: ωB97M-V with the def2-TZVPD basis set

Element x y z (Å)
H -0.254 5.580 -6.214
H -0.200 3.959 0.126
C 0.681 -1.530 6.159
C 0.162 -0.930 8.437
C 10.625 -0.092 -0.237
H 3.047 -0.908 -8.071
H 0.735 -0.446 -2.609
O -3.292 -0.631 -4.922
C -2.885 5.954 2.069
C -4.605 -7.358 5.901
H -2.075 5.406 -4.446
C 2.241 2.157 -1.281
H -4.383 1.373 -0.089
C -4.765 -0.071 -1.678
H -4.826 -1.804 4.744
H -4.713 -7.382 6.979
C -5.227 -8.324 5.121
C -1.858 -2.903 2.524
C -0.187 -1.523 7.237
H -2.340 0.219 0.285
C -0.900 2.419 -3.127
C -0.023 5.211 -5.183
C -3.996 -2.116 4.122
C -1.730 -2.559 -4.125
H -0.817 -0.815 -1.224
C -1.031 3.957 -3.172
C -3.845 -6.362 5.299
I 0.578 6.996 -4.072
C 0.451 1.656 -2.752
H -2.722 -2.622 5.780
H -7.595 1.488 -2.476
H 2.578 1.899 0.921
H 2.564 0.358 -0.077
H -3.362 -5.606 5.908
C -0.953 4.522 0.668
H -0.718 0.580 -6.127
O -6.147 0.310 -1.453
H 0.457 5.920 1.511
H -6.227 2.409 -1.673
H -4.300 4.584 1.220
H -1.004 -2.767 -4.954
H 1.210 2.127 -3.449
H 0.383 -2.004 5.233
C 1.411 -0.336 8.564
H 2.750 -0.798 -3.621
H 2.891 1.929 -2.167
H 10.294 0.944 2.975
C 2.241 -0.602 -4.597
H -0.143 4.443 -2.675
C 2.291 -0.332 7.489
C 10.042 0.478 2.030
C -2.292 4.153 0.588
O 4.345 1.508 -0.098
N -1.796 1.509 -3.365
H 2.611 -0.918 5.446
C 1.110 -0.121 -7.222
C -0.579 5.612 1.442
H -4.651 -0.103 -2.800
C -1.763 -2.955 3.903
C 3.033 -0.884 -5.795
O 0.883 1.686 -1.410
H -3.860 1.958 -1.721
C 0.134 0.192 -3.322
H -4.601 -1.077 -1.217
H 8.095 -0.182 2.684
H 0.680 0.047 -8.242
C 9.402 -0.734 -0.390
C 10.945 0.510 0.974
H 11.901 1.007 1.094
H -1.718 1.564 -0.723
C 0.855 -0.070 -4.672
H 3.264 0.135 7.587
C -2.821 -2.568 4.709
C -4.315 -7.304 3.136
F -1.190 7.363 2.886
H 5.294 -0.345 -0.434
H 6.753 1.759 -1.303
H -2.758 1.720 -3.658
C -1.420 0.063 -3.201
C 1.925 -0.926 6.285
C -1.550 6.314 2.136
C -2.363 0.646 -0.763
H -5.951 1.520 -3.216
H -5.830 -9.102 5.572
C 0.326 0.182 -6.005
F 7.324 -1.372 0.517
C -3.866 1.057 -1.042
H -1.910 4.222 -2.507
H 5.720 1.624 -2.810
C -6.497 1.456 -2.223
H 4.078 -1.269 -5.772
C -3.257 4.870 1.286
H -2.594 -3.271 -4.078
C 8.815 -0.154 1.875
C 2.919 1.427 -0.034
H -5.024 -1.717 2.280
F -1.397 -2.105 7.116
C 2.458 -0.663 -7.150
H 2.278 3.266 -1.099
H -1.805 3.796 -5.286
C -4.105 -2.065 2.737
C -3.038 -2.461 1.939
C -1.780 -0.470 -1.706
C -1.348 4.560 -4.608
H -1.148 -2.717 -3.165
H 0.774 4.421 -5.167
B -2.204 -1.017 -4.105
H -2.581 3.304 -0.020
H 4.086 0.125 -1.694
C 8.512 -0.755 0.667
F -5.669 -9.223 2.991
H -3.715 -1.466 -5.196
C -3.702 -6.332 3.916
C 6.065 1.085 -1.891
H 6.703 0.225 -2.251
C 4.880 0.535 -1.007
H -3.126 -2.424 0.858
H -3.112 -5.552 3.449
H 11.328 -0.063 -1.061
H 9.139 -1.216 -1.324
F -0.622 -3.389 4.471
H -2.425 -1.396 -1.738
H -4.208 -7.303 2.058
H -0.540 -0.936 9.262
H -3.621 6.518 2.627
C -5.072 -8.287 3.747
H 1.697 0.123 9.503
H -1.013 -3.206 1.917

## Properties
Largest force on an atom ... 2.97 eV/Å
Calculated total energy ... -88018.6846 eV
Frontier orbital gap ... 6.7 eV
Charge ... +1

Mulliken atomic charge list, values in e, 5 entries: number 1, H, carries 0.5012; number 2, H, carries 0.4922; number 3, C, carries 0.0066; number 4, C, carries -0.5874; number 5, C, carries -0.4082

***

(3)
Formula: C53H64BN7OS8W
Source: OMol25
Level of theory: ωB97M-V with the def2-TZVPD basis set

Element x y z (Å)
H -4.341 -3.145 1.499
H 6.701 4.866 -0.855
H 2.763 -2.879 -3.000
C -1.868 -1.538 4.630
H -3.709 -2.422 -3.649
C 0.566 -1.847 5.094
H -4.199 3.839 1.561
H -1.099 0.121 -3.180
H -0.979 4.870 -4.884
S 4.890 3.219 -1.265
H 1.138 -5.258 2.046
H 4.474 1.118 -5.891
H 1.666 -6.081 -0.351
S 2.293 1.859 -1.827
C -5.752 -1.496 4.201
H 1.296 -0.576 1.593
C -0.048 -4.927 0.285
H -4.894 -1.408 4.867
H -0.278 -6.928 1.061
H -2.722 -0.861 4.699
C 3.735 -0.619 1.089
H 0.376 -2.662 5.793
C -4.641 0.824 2.668
H 0.127 -0.089 7.047
C -3.855 1.830 2.197
C -0.913 -6.138 0.659
C 2.702 -0.763 0.179
C 4.232 4.366 -2.330
C 3.794 6.651 -3.591
H -0.862 -1.598 -4.852
H 4.612 2.531 -4.016
H 6.317 -1.050 -1.053
C -0.208 0.284 4.181
S 4.801 5.929 -2.306
C 3.595 1.600 -6.314
H -3.253 3.704 3.030
C 5.298 -0.964 -0.703
C 4.247 -1.113 -1.594
H -0.034 -3.948 2.234
H 7.163 3.508 -1.931
C -0.600 -0.845 5.122
H -6.317 -2.378 4.503
N -1.636 -1.726 -0.348
N 1.327 -0.626 0.583
H -4.363 -3.866 -2.877
H -7.276 -2.311 2.069
H 1.047 -3.199 -4.748
H 2.151 4.757 -0.802
C 1.770 -1.238 -2.058
H -1.649 -5.873 1.420
H 4.445 -1.280 -2.645
H 1.445 -3.695 1.292
C 0.624 -0.406 -2.015
S -1.713 2.575 0.614
H -5.495 1.059 3.289
C -4.686 -3.019 2.524
H 2.790 3.555 3.445
H -1.453 0.553 6.567
H -1.774 -1.856 3.593
N -0.494 0.124 2.899
H 3.882 2.085 -7.250
C 0.872 1.925 2.379
C -6.563 -1.521 1.830
B -1.726 -0.192 -0.152
C -1.783 -4.122 -1.419
N -0.853 -2.640 0.198
H 1.325 4.352 3.998
C -4.380 -0.529 2.322
C 1.111 2.253 3.725
H 0.798 -1.467 0.326
H -7.066 -0.562 1.967
C -0.813 -0.332 6.550
C 0.664 -4.417 1.539
H 1.508 -1.371 5.376
S 1.651 2.508 0.940
H 1.626 3.391 -6.835
C 6.606 3.802 -1.045
C -0.931 -3.847 -0.314
H 0.487 4.212 -0.979
H 0.679 -2.274 4.094
O -0.516 2.111 -1.817
N -3.385 -0.835 1.535
H 1.593 -4.465 -1.070
H 6.971 3.259 -0.176
C -2.555 -3.152 -2.000
W 0.197 1.122 -0.438
C 0.937 -2.413 -4.012
C -5.326 -1.647 2.735
S -3.070 -0.301 -1.660
C 2.926 -1.038 -1.157
H 5.860 -0.632 1.347
H -1.296 3.376 -5.761
H -5.424 -3.791 2.738
C -3.441 -3.369 -3.182
H -5.001 3.404 3.082
H 0.693 1.546 5.687
C 0.688 3.209 -3.525
C 0.542 1.392 4.627
C -2.446 -1.893 -1.379
C 3.654 2.972 -4.259
C 0.996 -5.328 -0.767
C 1.817 3.489 -2.546
H 0.531 -5.751 -1.659
H 3.520 -0.425 2.134
C 0.707 3.533 -4.976
H 2.859 0.832 -6.558
S 2.638 5.556 -4.233
C 3.102 4.006 -3.294
H -6.285 -1.614 0.778
H -1.793 -5.123 -1.831
C 1.365 4.539 -1.528
S 4.033 8.179 -4.011
H 1.097 5.463 -2.043
C 5.043 -0.726 0.644
C -0.420 2.625 -3.062
C -0.540 4.140 -5.564
H -2.950 -4.003 -3.920
H -3.833 -3.166 3.189
C 1.890 -2.238 -3.023
C -2.783 1.444 1.345
H 2.269 3.381 5.132
N -2.625 0.158 1.059
C 1.738 3.211 -5.770
C -4.099 3.274 2.489
H -1.304 2.447 -3.661
H -1.301 -1.104 7.144
C 3.009 2.605 -5.368
C 1.927 3.447 4.102
H -6.398 -0.631 4.356
H -1.444 -6.552 -0.199
C -0.261 -0.548 -3.086
H -2.071 -2.410 5.254
N 0.035 0.971 2.031
C -0.125 -1.530 -4.060
H -0.318 4.630 -6.510

## Properties
Largest force on an atom ... 1.34 eV/Å
Calculated total energy ... -157650.1024 eV
Frontier orbital gap ... 5.7 eV
Energy above the lowest of the compared OMol25 structures with the same formula, charge and spin ... 387.4 kJ/mol
Charge ... +2

Mulliken atomic charge list, values in e, 5 entries: number 1, H, carries 0.1769; number 2, H, carries 0.4407; number 3, H, carries 0.6242; number 4, C, carries -1.3109; number 5, H, carries 0.4537